Here is a molecular structure, C11H15Br31N3 in a non-equilibrium geometry from the Open Molecules 2025 dataset. Energies are from the ωB97M-V functional and the def2-TZVPD basis.

Geometry (Å):
N  -0.83  -1.43  -1.37
C  -1.69  -0.50  -1.81
N  -1.29  0.77  -1.97
N  -3.01  -0.74  -2.14
Br  -4.29  -0.42  -0.85
H  -0.90  -2.22  -2.02
H  0.12  -1.05  -1.38
H  -1.35  1.22  -2.88
H  -0.94  1.31  -1.19
H  -3.18  -1.49  -2.81
C  -1.35  4.81  -3.11
Br  -0.16  4.87  -1.58
Br  -1.20  3.13  -4.06
Br  -3.17  5.21  -2.63
H  -1.02  5.59  -3.78
C  -2.32  1.96  2.38
Br  -2.54  0.58  1.03
Br  -0.48  2.51  2.53
Br  -3.51  3.44  2.06
H  -2.60  1.52  3.33
C  -2.41  0.45  -7.19
Br  -0.89  0.42  -5.99
Br  -2.25  1.84  -8.51
Br  -2.71  -1.28  -7.99
H  -3.28  0.68  -6.59
C  -1.40  -4.59  1.80
Br  -1.59  -5.95  0.44
Br  0.42  -3.99  1.98
Br  -2.62  -3.12  1.50
H  -1.68  -5.05  2.74
C  -3.86  -6.86  5.34
Br  -2.32  -6.86  6.50
Br  -3.80  -5.40  4.07
Br  -4.11  -8.55  4.46
H  -4.73  -6.69  5.97
C  3.23  4.22  2.39
Br  4.28  2.63  2.08
Br  1.95  4.52  0.97
Br  2.37  4.18  4.12
H  3.91  5.06  2.39
C  0.56  6.27  7.12
Br  -1.35  6.47  7.26
Br  1.49  7.33  8.43
Br  1.09  4.41  7.20
H  0.84  6.63  6.14
C  3.24  -0.70  -2.63
Br  4.87  0.12  -3.24
Br  3.04  -0.55  -0.71
Br  1.69  0.00  -3.55
H  3.30  -1.75  -2.86
C  6.60  4.29  -3.96
Br  7.73  2.74  -4.17
Br  5.42  4.53  -5.47
Br  5.63  4.24  -2.29
H  7.25  5.15  -3.93
C  1.18  -8.87  1.73
Br  2.47  -7.46  1.48
Br  -0.09  -8.44  3.12
Br  0.30  -9.34  0.07
H  1.72  -9.75  2.06

spin multiplicity: 1
net charge: +1
maximum force: 2.49 eV/A
calculated total energy: -80386.4161 Ha

In the Löwdin picture, each atom carries the following charge in e:
1 N 0.228
2 C -0.585
3 N 0.122
4 N -0.369
5 Br 0.754
6 H 0.153
7 H 0.045
8 H -0.056
9 H 0.089
10 H 0.095
11 C -1.570
12 Br 0.558
13 Br 0.619
14 Br 0.608
15 H -0.022
16 C -1.562
17 Br 0.522
18 Br 0.556
19 Br 0.609
20 H -0.020
21 C -1.620
22 Br 0.496
23 Br 0.608
24 Br 0.599
25 H -0.028
26 C -1.647
27 Br 0.559
28 Br 0.562
29 Br 0.515
30 H -0.132
31 C -1.607
32 Br 0.582
33 Br 0.620
34 Br 0.582
35 H -0.028
36 C -1.593
37 Br 0.576
38 Br 0.490
39 Br 0.538
40 H -0.024
41 C -1.634
42 Br 0.574
43 Br 0.586
44 Br 0.531
45 H -0.039
46 C -1.605
47 Br 0.605
48 Br 0.588
49 Br 0.570
50 H -0.024
51 C -1.630
52 Br 0.560
53 Br 0.568
54 Br 0.544
55 H -0.029
56 C -1.613
57 Br 0.555
58 Br 0.545
59 Br 0.556
60 H -0.029